{"formula": "C4H3ClN2", "method": "wB97M-V/def2-TZVPD", "smiles": "Clc1ccncn1", "gap_ev": 10.54, "e_homo_ev": -10.2, "relative_energy_kj_mol": 0.0, "symbols": ["C", "C", "C", "C", "H", "H", "H", "N", "N", "Cl"], "positions_angstrom": [[0.4379, 1.1097, 0.0851], [1.0558, -0.0867, 0.3112], [0.3116, -1.2675, 0.0807], [-1.5074, -0.0055, -0.4281], [2.0266, -0.1772, 0.6947], [0.7727, -2.2259, 0.2368], [-2.5799, 0.0973, -0.6392], [-0.9761, -1.2103, -0.3171], [-0.8303, 1.1652, -0.3576], [1.2891, 2.6010, 0.3336]]}

---

{"formula": "C11H14N4O3S", "method": "wB97M-V/def2-TZVPD", "smiles": "CCNC(=O)NNC(=O)[C@@H]1CC(c2cccs2)=NO1", "gap_ev": 8.84, "e_homo_ev": -8.7, "relative_energy_kj_mol": 2.5, "symbols": ["C", "H", "H", "C", "N", "C", "O", "N", "N", "C", "O", "C", "H", "C", "C", "N", "O", "C", "C", "C", "C", "S", "H", "H", "H", "H", "H", "H", "H", "H", "H", "H", "H"], "positions_angstrom": [[-5.7525, -1.3275, 0.2385], [-6.7814, -1.3700, 0.5842], [-5.2070, -2.1644, 0.6708], [-5.1202, -0.0019, 0.6495], [-3.7539, 0.1036, 0.1930], [-3.3860, 0.9579, -0.7879], [-4.1134, 1.7682, -1.3125], [-2.0694, 0.8049, -1.2330], [-1.1196, 0.1270, -0.4759], [-0.2992, 0.7581, 0.3966], [-0.3649, 1.9321, 0.6724], [0.7322, -0.1861, 1.0365], [0.3303, -0.5260, 1.9968], [2.1052, 0.4824, 1.1530], [2.8848, -0.3575, 0.1684], [2.2093, -1.3332, -0.3072], [0.9408, -1.3465, 0.2112], [4.2432, -0.1031, -0.1899], [5.0368, -0.8059, -1.0622], [6.3297, -0.2686, -1.1731], [6.5113, 0.8308, -0.3905], [5.1059, 1.2377, 0.5007], [7.3926, 1.4314, -0.2828], [7.0960, -0.6780, -1.8062], [4.6812, -1.6709, -1.5902], [2.5383, 0.4140, 2.1517], [2.0613, 1.5345, 0.8660], [-0.8685, -0.8079, -0.7838], [-1.7251, 1.6284, -1.7167], [-3.0905, -0.5759, 0.5291], [-5.1434, 0.1061, 1.7391], [-5.6595, 0.8331, 0.1981], [-5.7443, -1.4268, -0.8440]]}

---

{"formula": "C12H30ClN3O8P2", "method": "wB97M-V/def2-TZVPD", "smiles": "C[C@@]1(P(=N)(O)O)OC(=O)O[C@H]1P(O)Cl.COC[C@@H](C)N.COC[C@@H](C)N", "gap_ev": 9.16, "e_homo_ev": -9.2, "symbols": ["C", "C", "P", "N", "O", "O", "O", "C", "O", "O", "C", "P", "O", "Cl", "H", "H", "H", "H", "H", "H", "H", "H", "C", "C", "C", "O", "C", "N", "H", "H", "H", "H", "H", "H", "H", "H", "H", "H", "H", "C", "C", "C", "O", "C", "N", "H", "H", "H", "H", "H", "H", "H", "H", "H", "H", "H"], "positions_angstrom": [[3.6015, 3.2643, -2.1015], [4.3241, 2.2323, -3.0947], [2.8880, 1.0263, -3.5447], [1.8211, 1.7678, -4.5047], [2.1093, 0.4274, -2.1189], [3.4781, -0.3561, -4.4076], [4.8415, 2.8354, -4.3290], [5.6799, 1.8340, -4.9571], [5.9303, 1.6597, -6.1642], [6.1506, 1.0114, -3.8516], [5.6954, 1.5791, -2.5878], [7.1687, 2.6795, -2.0753], [8.3249, 2.6005, -3.3717], [6.6573, 4.7237, -1.9627], [2.5898, 2.9220, -1.6996], [3.4624, 4.2606, -2.6713], [4.2674, 3.4848, -1.1778], [0.8849, 1.7613, -4.0447], [1.1740, 0.2431, -2.4002], [4.2461, -0.7261, -3.8910], [5.5415, 0.8917, -1.6865], [8.0040, 3.1613, -4.1252], [-3.7397, -0.2887, -0.1195], [-2.5519, 0.3340, 0.6089], [-1.9630, 1.5627, -0.1140], [-1.1478, 1.2458, -1.2401], [-1.8746, 1.0168, -2.4391], [-1.5341, -0.7016, 0.8322], [-3.4401, -0.8574, -1.0020], [-4.2669, -0.9834, 0.5414], [-4.4539, 0.4784, -0.4319], [-2.9156, 0.6724, 1.5859], [-1.3014, 2.0806, 0.5888], [-2.7443, 2.2812, -0.3896], [-2.7595, 1.6538, -2.5166], [-2.1532, -0.0359, -2.5138], [-1.2137, 1.2417, -3.2803], [-0.7825, -0.3031, 1.3929], [-1.0893, -0.8881, -0.0674], [-2.6273, -3.6475, 5.9494], [-2.3301, -2.9111, 4.6461], [-3.4483, -1.9380, 4.2212], [-4.5867, -2.5707, 3.6419], [-5.5225, -3.0705, 4.5833], [-2.0445, -3.8970, 3.5959], [-3.3709, -4.4371, 5.8257], [-1.7191, -4.1243, 6.3303], [-2.9858, -2.9561, 6.7175], [-1.4245, -2.3165, 4.8123], [-3.0456, -1.2865, 3.4380], [-3.7467, -1.2805, 5.0473], [-5.5940, -2.4363, 5.4712], [-5.2650, -4.0936, 4.8636], [-6.5021, -3.0990, 4.1001], [-1.7635, -3.4002, 2.7515], [-2.9327, -4.3281, 3.3365]]}

---

{"formula": "C6H10", "method": "wB97M-V/def2-TZVPD", "gap_ev": [8.38, 8.38], "e_homo_ev": [-8.4, -8.0], "relative_energy_kj_mol": 513.4, "symbols": ["C", "C", "C", "C", "C", "C", "H", "H", "H", "H", "H", "H", "H", "H", "H", "H"], "positions_angstrom": [[-0.4830, -2.2593, 0.0884], [-0.2670, -1.3219, -1.1020], [-0.2388, 0.0955, -0.7106], [-0.4901, 1.3149, -0.7040], [-0.3152, 2.5601, -0.1739], [1.1021, 0.9638, 1.2323], [0.3138, -2.1199, 0.8259], [-1.4378, -2.0486, 0.5803], [-0.4846, -3.3050, -0.2358], [0.6745, -1.5747, -1.6050], [-1.0648, -1.4667, -1.8429], [-1.0648, 2.9903, 0.4855], [0.3683, 3.2631, -0.6438], [1.5382, 1.2180, 0.2903], [1.7916, 0.7673, 2.0587], [0.0576, 0.9231, 1.4565]]}

---

{"formula": "C8H15F2N2O7S2Ti", "method": "wB97M-V/def2-TZVPD", "gap_ev": [4.06, 6.65], "spin_multiplicity": 5, "e_homo_ev": [-1.7, -4.4], "charge": -1, "symbols": ["Ti", "O", "C", "C", "O", "H", "H", "H", "H", "N", "S", "O", "O", "F", "S", "O", "O", "F", "N", "C", "C", "C", "C", "H", "H", "H", "H", "H", "C", "C", "O", "H", "H", "H", "H", "H", "H"], "positions_angstrom": [[10.5840, 19.6529, -23.3140], [13.8904, 18.1993, -25.7045], [12.9982, 18.8283, -26.6191], [11.6276, 19.3810, -26.0777], [10.8094, 18.3303, -25.3761], [12.7954, 18.1334, -27.4340], [13.5002, 19.6522, -27.1263], [11.0400, 19.9989, -26.7566], [11.7434, 20.0637, -25.2360], [14.0890, 20.8118, -23.6894], [14.2081, 22.0740, -24.5450], [15.1370, 23.1275, -24.1445], [12.9688, 22.5358, -25.1916], [14.9632, 21.3911, -25.8485], [13.3027, 21.5892, -22.4674], [11.8499, 21.4230, -22.7512], [13.8534, 22.7120, -21.6948], [13.4960, 20.4449, -21.4215], [7.8322, 20.5151, -21.6643], [7.8108, 19.2320, -22.1021], [7.8218, 19.1773, -23.4440], [8.1065, 20.4566, -23.8646], [8.1226, 21.3121, -22.7728], [7.5648, 20.8740, -20.7588], [7.5164, 18.5616, -21.3082], [7.7298, 18.3108, -24.0819], [8.1339, 20.7177, -24.9122], [8.2143, 22.3881, -22.7586], [11.7841, 17.5324, -18.9962], [11.3258, 18.8053, -19.6330], [11.3609, 18.7967, -21.0714], [11.7227, 17.6210, -17.9115], [12.8354, 17.4522, -19.2727], [11.2101, 16.6597, -19.3077], [12.0825, 19.5230, -19.3163], [10.3425, 18.9837, -19.1978], [12.1208, 18.2918, -21.3702]]}

---

{"formula": "C8H11NO3", "method": "wB97M-V/def2-TZVPD", "gap_ev": [7.44, 7.87], "e_homo_ev": [-8.3, -8.3], "relative_energy_kj_mol": 818.1, "symbols": ["C", "C", "C", "C", "C", "C", "C", "C", "N", "O", "O", "O", "H", "H", "H", "H", "H", "H", "H", "H", "H", "H", "H"], "positions_angstrom": [[-1.3188, -0.0565, 0.1695], [-0.4953, -1.0894, -0.0286], [0.1478, 1.8749, -0.0206], [-1.0418, 1.3637, 0.1394], [1.0453, -1.0046, -0.3293], [1.7866, 0.0839, 0.4591], [-2.3092, 2.3205, 0.0403], [1.6986, -2.4127, -0.4813], [2.6977, 0.8593, -0.2548], [2.7162, 0.8975, -1.4731], [3.3940, 1.5911, 0.4739], [2.0347, 0.0119, 1.7150], [-2.4020, -0.4567, 0.3146], [-1.0370, -1.9657, -0.0112], [0.8522, 2.5652, -0.3958], [0.9097, -0.4760, -1.3730], [-2.8388, 1.9744, 0.9286], [-2.8220, 1.9924, -0.9708], [-1.9063, 3.2373, 0.1951], [1.3956, -3.0326, 0.3884], [2.7311, -2.3789, -0.6429], [1.3967, -2.9718, -1.3438], [2.6695, 0.7059, 1.7274]]}

---

{"formula": "C4H9N2", "method": "wB97M-V/def2-TZVPD", "smiles": "N[C@H]1[C@@H]2C[NH2+][C@H]12", "gap_ev": 9.03, "e_homo_ev": -12.3, "relative_energy_kj_mol": 380.8, "charge": 1, "symbols": ["C", "C", "C", "C", "N", "N", "H", "H", "H", "H", "H", "H", "H", "H", "H"], "positions_angstrom": [[0.1873, 0.7976, -1.4094], [0.9980, -0.2128, -0.5457], [0.1170, 0.0844, 1.0004], [-0.3882, -0.7808, -0.2117], [0.5275, -0.4414, 2.2001], [-1.1492, 0.1095, -1.0876], [0.2089, 1.7768, -1.0407], [0.3571, 0.9286, -2.4287], [2.0273, -0.5454, -0.5110], [-0.2158, 1.0929, 1.0567], [-0.7635, -1.7825, -0.1247], [0.9462, 0.2159, 2.8494], [0.4146, -1.4465, 2.5332], [-1.7538, 0.6613, -0.4679], [-1.5133, -0.4577, -1.8124]]}

---

{"formula": "C114H80O22", "method": "wB97M-V/def2-TZVPD", "smiles": "O=C1c2ccccc2C(=O)c2ccccc21.O=C1c2ccccc2C(=O)c2ccccc21.O=C1c2ccccc2C(=O)c2ccccc21.O=C1c2ccccc2C(=O)c2ccccc21.O=C1c2ccccc2C(=O)c2ccccc21.O=C1c2ccccc2C(=O)c2ccccc21.O=C1c2ccccc2C(=O)c2ccccc21.O=C1CCCO1.O=C1CCCO1.O=C1CCCO1.O=C1CCCO1", "gap_ev": 8.21, "e_homo_ev": -9.4, "relative_energy_kj_mol": 146.4, "symbols": ["C", "C", "C", "C", "C", "C", "C", "O", "C", "C", "C", "C", "C", "C", "C", "O", "H", "H", "H", "H", "H", "H", "H", "H", "C", "C", "C", "C", "C", "C", "C", "O", "C", "C", "C", "C", "C", "C", "C", "O", "H", "H", "H", "H", "H", "H", "H", "H", "C", "C", "C", "C", "C", "C", "C", "O", "C", "C", "C", "C", "C", "C", "C", "O", "H", "H", "H", "H", "H", "H", "H", "H", "C", "C", "C", "C", "C", "C", "C", "O", "C", "C", "C", "C", "C", "C", "C", "O", "H", "H", "H", "H", "H", "H", "H", "H", "C", "C", "C", "C", "C", "C", "C", "O", "C", "C", "C", "C", "C", "C", "C", "O", "H", "H", "H", "H", "H", "H", "H", "H", "C", "C", "C", "C", "C", "C", "C", "O", "C", "C", "C", "C", "C", "C", "C", "O", "H", "H", "H", "H", "H", "H", "H", "H", "C", "C", "C", "C", "C", "C", "C", "O", "C", "C", "C", "C", "C", "C", "C", "O", "H", "H", "H", "H", "H", "H", "H", "H", "O", "C", "O", "C", "C", "C", "H", "H", "H", "H", "H", "H", "O", "C", "O", "C", "C", "C", "H", "H", "H", "H", "H", "H", "O", "C", "O", "C", "C", "C", "H", "H", "H", "H", "H", "H", "O", "C", "O", "C", "C", "C", "H", "H", "H", "H", "H", "H"], "positions_angstrom": [[0.6277, 0.2354, -4.2944], [-0.5996, 0.2708, -5.0408], [-0.8448, -0.8620, -5.8463], [0.1388, -1.9489, -5.9172], [1.2453, -1.9893, -5.1236], [1.5134, -0.8374, -4.3214], [2.2497, -3.1092, -5.1442], [3.2280, -3.2191, -4.4087], [2.1121, -4.0809, -6.2586], [3.0974, -5.0987, -6.4817], [2.9021, -6.0597, -7.4784], [1.8128, -5.9510, -8.2894], [0.8541, -4.9517, -8.1012], [0.9467, -4.0409, -7.0558], [-0.0843, -3.0011, -6.9433], [-1.0806, -3.0953, -7.6298], [0.8650, 1.0791, -3.6971], [-1.2268, 1.1232, -5.0354], [-1.6192, -0.8214, -6.5456], [2.3541, -0.8785, -3.6967], [3.8841, -5.2791, -5.7192], [3.5364, -6.8718, -7.7436], [1.4879, -6.6753, -9.0289], [0.0818, -4.9534, -8.8680], [-1.3330, -2.6229, 4.4486], [-0.6407, -2.4737, 5.6949], [-1.1323, -1.5151, 6.5709], [-2.2298, -0.7189, 6.2296], [-2.8373, -0.9101, 4.9799], [-2.4370, -1.9205, 4.0954], [-3.8929, 0.0775, 4.5488], [-4.2801, 0.1126, 3.3904], [-4.4996, 1.0043, 5.5545], [-5.5802, 1.8154, 5.2054], [-6.0778, 2.7685, 6.1174], [-5.5133, 2.9206, 7.3673], [-4.3957, 2.1523, 7.6904], [-3.8390, 1.3037, 6.7487], [-2.6707, 0.4777, 7.1609], [-2.0540, 0.6414, 8.1843], [-1.0422, -3.3663, 3.7935], [0.1708, -3.1231, 6.0252], [-0.7360, -1.3276, 7.5345], [-2.9146, -2.0575, 3.0696], [-5.9528, 1.7944, 4.2010], [-6.8964, 3.4371, 5.9070], [-5.9284, 3.6231, 8.1582], [-3.9343, 2.2357, 8.6411], [1.1948, 2.9482, 1.3065], [-0.1925, 3.2891, 1.1628], [-0.6033, 4.3034, 0.2659], [0.3213, 4.9165, -0.6111], [1.6603, 4.5152, -0.5231], [2.0816, 3.5122, 0.3945], [2.6459, 5.1228, -1.4658], [3.8564, 4.9015, -1.4151], [2.1835, 6.2186, -2.3349], [3.1250, 6.8072, -3.2010], [2.6836, 7.7232, -4.1198], [1.3446, 8.1683, -4.1444], [0.4350, 7.5996, -3.2721], [0.8508, 6.5927, -2.4091], [-0.1561, 5.9091, -1.5982], [-1.3496, 6.1678, -1.7321], [1.5710, 2.2171, 2.0145], [-1.0165, 2.9452, 1.8057], [-1.5511, 4.8566, 0.3157], [3.0759, 3.1424, 0.5070], [4.0945, 6.4710, -2.9965], [3.4711, 8.0047, -4.8349], [1.0278, 8.9771, -4.7714], [-0.6144, 7.8324, -3.2778], [1.0796, -5.0251, -2.4117], [0.1647, -5.4786, -3.3802], [-1.1282, -5.6202, -3.0480], [-1.6018, -5.5005, -1.7230], [-0.6911, -5.0824, -0.7459], [0.5893, -4.6959, -1.1414], [-1.0395, -4.9036, 0.7251], [-0.2343, -4.4762, 1.5347], [-2.3680, -5.5057, 1.1234], [-2.7562, -5.4925, 2.4558], [-3.9735, -6.0167, 2.8277], [-4.8431, -6.5055, 1.8378], [-4.4892, -6.3691, 0.4907], [-3.2302, -5.9019, 0.1173], [-3.0553, -5.6560, -1.3229], [-3.8857, -5.6776, -2.1983], [2.0764, -4.7014, -2.7606], [0.6593, -5.7645, -4.3040], [-1.7324, -5.9382, -3.8472], [1.2395, -4.3857, -0.3423], [-2.0350, -5.1382, 3.2073], [-4.1628, -5.8626, 3.9096], [-5.7855, -6.9473, 1.9850], [-5.2381, -6.5189, -0.2784], [-3.6780, 6.6099, -7.1949], [-4.9189, 6.0744, -7.3429], [-5.3431, 4.9509, -6.6557], [-4.4219, 4.3763, -5.7913], [-3.1469, 4.9185, -5.5926], [-2.8570, 6.0599, -6.2485], [-2.1270, 4.2678, -4.6508], [-0.9487, 4.6216, -4.6863], [-2.7279, 3.2415, -3.7184], [-2.0779, 2.9072, -2.5671], [-2.5160, 1.8846, -1.7740], [-3.7079, 1.2065, -2.0777], [-4.4885, 1.6209, -3.0946], [-3.9325, 2.5476, -3.9475], [-4.7149, 3.0619, -5.0943], [-5.6320, 2.3563, -5.5589], [-3.5537, 7.5171, -7.6590], [-5.5630, 6.6800, -7.9456], [-6.2656, 4.4190, -6.7106], [-1.8519, 6.4678, -6.1016], [-1.1197, 3.3154, -2.3205], [-1.9323, 1.6662, -0.8536], [-3.9684, 0.4912, -1.3565], [-5.4995, 1.2232, -3.3255], [4.8671, 0.8316, -2.7012], [5.6253, 0.6842, -3.8619], [6.0306, -0.5355, -4.2699], [5.7441, -1.6277, -3.4803], [4.8777, -1.5265, -2.3801], [4.4106, -0.2768, -1.9821], [4.3947, -2.7740, -1.6988], [3.4801, -2.7123, -0.8327], [4.9654, -4.0836, -2.1467], [4.6944, -5.2355, -1.3990], [5.2790, -6.4418, -1.6867], [6.0562, -6.5471, -2.8416], [6.2628, -5.4383, -3.6067], [5.7392, -4.1791, -3.2607], [6.0675, -2.9596, -4.1074], [6.5970, -3.0909, -5.1844], [4.6787, 1.8375, -2.4265], [5.9330, 1.5930, -4.3674], [6.5637, -0.8171, -5.1933], [3.7868, -0.1296, -1.1100], [3.9287, -5.1136, -0.6154], [5.1192, -7.3552, -1.0855], [6.5258, -7.4651, -2.9811], [6.7027, -5.5931, -4.5762], [7.1509, -4.6525, 7.1635], [8.2632, -3.7780, 7.2120], [8.0239, -2.4536, 6.8349], [6.7569, -1.9459, 6.5883], [5.6520, -2.8190, 6.5697], [5.8935, -4.1470, 6.9042], [4.2551, -2.2497, 6.4148], [3.3036, -3.0369, 6.4575], [4.1660, -0.8173, 6.1023], [2.9289, -0.3515, 5.8059], [2.6942, 0.9697, 5.3441], [3.8290, 1.7463, 5.1563], [5.0410, 1.2818, 5.5779], [5.2708, 0.0200, 6.1358], [6.6795, -0.4688, 6.3210], [7.6200, 0.2551, 6.3187], [7.2412, -5.6650, 7.4942], [9.2972, -4.0583, 7.2262], [8.8571, -1.8375, 6.7634], [5.0087, -4.8099, 6.9394], [2.1878, -1.1523, 5.9377], [1.7291, 1.3698, 5.1025], [3.7725, 2.8219, 4.8981], [5.9269, 1.8786, 5.4187], [-1.8727, -2.0688, 0.5510], [-2.4350, -2.1678, -0.4924], [-3.7706, -2.6326, -0.5581], [-4.2538, -2.5123, -1.9214], [-3.0905, -2.1232, -2.8284], [-1.9990, -1.7613, -1.7973], [-4.9899, -1.7124, -1.9521], [-4.7374, -3.4127, -2.2519], [-3.3505, -1.2575, -3.4080], [-2.8216, -2.8722, -3.5331], [-1.6382, -0.7175, -1.8789], [-1.0028, -2.2611, -1.9534], [-3.5594, 5.2115, 3.4748], [-3.9076, 4.5243, 2.5555], [-3.6082, 3.2163, 2.6094], [-4.1270, 2.5309, 1.4311], [-4.6373, 3.6062, 0.4759], [-4.6017, 4.8667, 1.2688], [-4.8405, 1.8483, 1.7820], [-3.2958, 1.8590, 1.0611], [-5.6288, 3.4065, 0.0420], [-3.8926, 3.7313, -0.3260], [-5.6247, 5.2931, 1.5079], [-4.1585, 5.7522, 0.7395], [-1.0073, 2.1330, 5.3325], [-1.1051, 3.3389, 5.3106], [-0.1886, 4.0238, 4.6008], [-0.5002, 5.4179, 4.5391], [-1.5372, 5.6430, 5.6667], [-2.0889, 4.2745, 5.9647], [-0.8758, 5.5814, 3.5875], [0.3560, 5.9812, 4.8230], [-2.2114, 6.3904, 5.3236], [-1.0745, 5.9677, 6.5970], [-3.0207, 4.1668, 5.4698], [-2.2142, 3.9334, 6.9652], [0.3186, 0.2980, -0.8909], [0.0879, 0.0839, 0.2838], [-1.0127, 0.6276, 0.8505], [-1.1280, 0.3409, 2.2092], [0.2975, -0.0143, 2.5981], [0.9376, -0.4692, 1.3546], [-1.9038, -0.4428, 2.3555], [-1.5718, 1.1609, 2.7553], [0.2150, -0.8149, 3.3010], [0.7578, 0.8423, 3.0352], [0.8997, -1.5418, 1.0635], [1.9946, -0.1890, 1.2591]]}